Density functional theory data (ωB97M-V/def2-TZVPD) for a molecular structure, C27H57F2MgN3O10PS.

Properties
Total charge: +1
Total energy in hartree: -3118.26212
Kohn-Sham gap in hartree: 0.0480
Maximum force in hartree/bohr: 0.0974

Structure (XYZ):
```
102
Properties=species:S:1:pos:R:3:mulliken_charge:R:1
N 0.87982 8.52710 1.28799 0.130
C -0.22157 3.89443 1.79263 -1.593
H 1.52339 10.38554 0.60336 0.341
H 1.42079 3.61075 5.73101 0.294
C -0.01490 -8.33703 -4.24774 -0.821
C 3.88577 0.49144 -2.06788 -0.360
H -1.65286 3.74223 5.54331 0.455
H -0.22613 -7.80310 -5.17229 0.325
F 3.33707 0.28925 2.15455 -0.460
H -0.60654 7.35854 0.40817 0.256
C 0.78768 -0.71076 -2.05818 -0.498
H -2.12503 3.83325 3.75936 0.294
H 0.08681 -4.65587 -3.96905 0.067
H 0.01400 2.65266 6.41851 0.389
O -1.35827 1.42729 -0.49760 -0.733
H 4.94688 0.81508 -2.26955 0.386
C -2.02477 -4.83695 -1.65008 -0.442
H -3.53207 1.11282 2.74476 0.259
F 3.08269 1.41951 -2.78092 -0.307
H -4.04835 -5.06268 0.31262 0.401
C -1.08389 -1.27435 -3.72338 -0.102
H 3.79043 -0.52734 -2.51161 0.183
H -1.78998 -3.48384 0.14562 0.084
H 0.51266 0.17041 -4.07721 0.342
C 0.73264 3.54116 2.99399 0.995
O -4.96965 -3.53444 -0.87095 -0.407
O 1.93554 1.98087 1.34138 -0.234
C -0.27610 -2.50850 -4.29666 -1.080
C 1.05001 0.28791 -0.87680 -0.799
C -0.11591 2.92920 4.19869 1.423
C -1.90630 -4.25661 -3.13898 -1.078
C -0.14717 -0.09715 -3.20898 -1.171
H 4.51826 -0.02004 -0.04902 0.382
H 0.29466 -1.66862 -1.73570 0.100
H -0.56208 4.96622 1.81945 0.341
H -0.99901 -5.15307 -1.26932 0.309
C 0.96419 9.96613 1.44263 -0.922
H 1.30009 1.81512 5.49179 0.337
H 3.85554 1.63271 -0.19806 0.369
H -0.70582 -2.78038 -5.30492 0.425
H 2.27239 2.04798 3.48211 0.396
H 0.95198 7.35797 -0.43716 0.288
C 0.70147 2.77558 5.53622 -1.447
O 1.45132 -6.69878 -3.51839 -0.473
C 3.68170 0.56978 -0.52022 -0.589
Mg 1.42443 -8.14251 -1.48296 0.451
H -1.17370 3.29072 1.84617 0.220
C -3.91711 -3.98764 0.01467 -0.677
H -2.67483 -2.74215 -1.26627 -0.132
H 1.46880 10.22707 2.37246 0.287
O -2.44308 0.78724 4.46307 -0.285
H -1.73103 -0.85715 -4.53810 0.367
H -0.90956 -8.82596 -3.87108 0.320
H -0.83000 4.98555 4.47066 0.340
H -2.25409 -5.08405 -3.82186 0.369
H 0.21178 3.72217 0.77798 0.250
C 0.23825 7.98088 0.10586 -0.874
C -2.53141 -3.68925 -0.67636 0.229
H -0.11219 8.78379 -0.54050 0.373
H -4.04199 -3.36479 0.94640 0.237
O 1.34061 6.46029 2.13840 -0.548
C -2.94969 0.38057 3.33055 -0.153
H 3.17817 -3.30197 1.71521 0.331
H 3.68738 -2.71498 -1.70965 0.281
H 4.26980 -3.25875 -0.23799 0.253
H 1.17850 1.33802 -1.26047 0.493
H -5.28041 -5.60444 -1.32510 0.242
C 2.01157 2.68773 2.60264 -1.203
O -1.25422 -0.96450 0.11496 -0.583
C 2.13204 0.59712 1.48785 0.400
H 1.72590 -1.03744 -2.58994 0.316
N 0.43912 -7.34069 -3.24953 0.967
C -0.41036 -3.81440 -3.40069 -0.110
H -1.68622 -1.59370 -2.82648 -0.167
H 0.86292 0.26499 3.33729 0.513
H -4.75473 -4.51582 -2.71301 0.127
H -2.22702 0.02352 2.56406 0.055
H 1.84582 8.18906 3.06863 0.279
O 2.70143 -2.46034 1.69077 -0.494
C -1.30053 3.97049 4.50092 -1.418
H 2.86036 3.42334 2.49331 0.238
H -2.64776 -3.42114 -3.27759 0.678
H 0.81225 -2.28873 -4.48350 0.414
H -0.04406 10.38607 1.45378 0.341
H 0.65498 -1.05259 2.03346 0.462
O -0.27794 0.76803 1.69470 0.051
O -0.22601 -7.23034 -2.19827 -0.488
C 2.31961 -0.02755 0.02467 0.709
S -0.53428 0.33511 0.10430 1.247
C 1.38126 7.67440 2.21269 0.075
H -0.62144 1.94367 3.95488 -1.102
N 3.95554 -2.43615 -0.76093 -0.611
H -2.66352 -5.75826 -1.62461 0.536
H 1.12147 4.52533 3.38770 0.902
P 2.46567 -1.94325 0.08714 0.218
H 0.79495 -9.05881 -4.38351 0.329
H -3.65810 -0.47931 3.36718 0.376
C 0.86287 0.02809 2.24426 -1.012
H -0.75580 0.76968 -2.85670 0.507
C -5.36691 -4.57224 -1.77243 -0.503
H -6.44846 -4.44758 -2.05498 0.264
H 0.16962 -3.71786 -2.44162 0.261
```

=====

Density functional theory data (ωB97M-V/def2-TZVPD) for C4H8N2O2 in the gas phase.

Properties
ΔE to the lowest compared entry with this formula, charge and spin in eV: 7.220
Total charge: 0
Total energy in hartree: -416.99064
Kohn-Sham gap (spin up / spin down) in hartree: 0.2737 / 0.3031
Maximum force in hartree/bohr: 0.0849

Structure (XYZ):
```
16
Properties=species:S:1:pos:R:3:mulliken_charge:R:1
H 2.25198 0.93646 0.97413 0.310
C 1.79210 0.24624 0.28229 -1.246
H 1.98843 0.44887 -0.73308 0.294
N -1.58283 0.76755 -0.92180 -0.292
H 2.00994 -0.76111 0.43409 0.387
C -0.36142 -1.02617 0.41386 -0.384
O -0.09635 1.17801 1.39048 -0.517
C -1.69100 -1.33469 0.53125 -0.511
H -1.03188 0.85050 1.69133 0.410
N -2.68300 0.71596 -0.15474 -0.295
O -2.60911 -0.43122 0.66432 -0.229
C 0.38267 0.15637 0.57210 0.885
H -2.10032 -2.29490 0.56095 0.468
H 0.35273 -1.73314 -0.02405 0.197
H -1.56326 -0.01001 -1.56394 0.255
H -1.33786 1.73647 -1.29597 0.268
```

=====

Density functional theory data (ωB97M-V/def2-TZVPD) for a molecular structure, C36H48N8O12.

Properties
ΔE to the lowest compared entry with this formula, charge and spin in eV: 20.418
Total charge: 0
Total energy in hartree: -2740.33349
Kohn-Sham gap in hartree: 0.2767
Maximum force in hartree/bohr: 0.2754

Structure (XYZ):
```
104
Properties=species:S:1:pos:R:3:mulliken_charge:R:1
H 46.21100 9.56500 8.22100 0.206
H 34.67500 4.93300 14.23300 0.260
H 44.87900 5.28900 14.08800 0.916
C 39.71200 14.03700 12.99100 0.195
H 47.16700 8.55100 8.19700 0.636
H 40.41100 10.54600 7.47700 0.315
H 37.78700 3.75900 15.84500 0.350
N 40.29400 15.09400 12.17100 1.000
H 44.27000 7.72500 14.38500 0.438
O 44.90200 11.88700 12.96500 -0.472
H 38.76500 4.84000 14.43800 0.370
C 42.50400 9.01000 11.19300 -0.977
C 48.57000 9.59000 10.29200 0.165
H 35.50300 6.50700 13.86300 0.370
O 50.21600 6.90400 12.24700 -0.471
H 43.44300 16.90200 13.30800 0.310
N 49.43600 6.05100 12.65200 0.817
C 46.62200 14.64700 14.48000 -0.387
H 40.03000 2.28100 10.56200 0.448
H 43.80900 2.05300 12.23400 0.837
H 40.46400 12.14100 6.93700 0.515
O 42.75200 3.31300 13.14000 -0.628
C 45.41600 16.90000 14.13000 -0.398
C 42.98000 2.43400 12.19600 -0.422
C 44.81900 7.67600 11.01700 -0.396
C 47.13400 9.44600 8.29900 -1.644
H 38.56200 13.06500 16.36300 0.284
H 39.96400 15.11500 14.94200 0.404
H 47.47400 14.10600 14.75300 0.475
H 40.44200 2.47400 12.29900 0.251
C 45.63800 5.87200 13.96500 -0.867
C 36.76600 3.98900 15.71100 0.078
C 48.13000 6.53000 13.20700 0.279
C 42.57300 12.77200 9.03600 0.115
C 41.85600 7.66100 11.31200 -0.189
O 39.56500 8.52700 11.41600 -0.567
C 40.75600 2.67300 11.25100 -0.645
C 46.36000 8.22600 13.89300 0.058
C 45.69600 13.95300 13.50200 0.019
H 42.51400 0.36100 10.98100 0.465
C 46.54100 16.19500 14.79600 -0.588
H 45.38700 17.87600 14.44900 0.389
H 47.17700 4.30100 13.45500 0.490
C 38.69400 11.59600 13.16300 -0.551
N 42.27700 11.79900 8.11200 0.238
C 44.37600 16.29000 13.42600 -0.364
H 37.81100 5.87800 13.43800 0.458
H 42.27000 5.38000 11.76600 -0.015
O 48.72700 8.42700 10.15200 -0.564
N 42.05500 2.16100 11.20200 0.133
O 35.79300 3.43000 16.22200 -0.608
H 44.91000 5.44500 11.35600 0.370
H 35.02500 6.23400 15.58000 0.245
C 38.58900 11.91200 14.63100 -0.159
C 43.98500 8.98400 11.02800 -0.321
C 35.48000 5.73300 14.57300 -0.873
O 46.94900 11.95300 13.57900 -0.546
H 43.88200 11.57700 7.02600 0.510
H 44.47100 9.93700 10.78500 0.804
H 38.29600 10.88800 15.20900 0.173
H 40.24200 11.88300 8.45300 0.181
H 47.68400 12.33900 10.12600 0.175
C 47.10000 5.35900 13.56000 -0.643
C 38.86900 13.09600 15.26300 -0.414
N 45.89100 12.56800 13.20600 0.883
O 39.96300 6.40000 11.91200 -0.526
H 38.58100 10.57700 12.77000 0.398
C 40.84200 11.56200 7.65900 -0.987
H 48.47100 8.81000 13.20100 0.532
H 47.13200 16.70500 15.47100 0.453
H 43.07300 10.02600 7.07400 0.378
C 43.23300 11.00000 7.53700 -1.055
H 43.98600 10.58400 8.17600 0.116
C 42.32400 1.06400 10.29200 -1.078
H 41.62000 13.43600 9.22000 0.197
C 44.37400 14.74600 13.03000 -0.101
C 37.98800 5.58800 14.37900 -0.983
H 41.92100 9.93300 11.02400 0.581
H 46.32300 11.61100 9.55700 0.492
N 40.40600 7.58400 11.65100 0.858
C 47.74800 8.01500 13.42900 -0.421
H 45.94000 7.79800 10.77700 0.240
H 46.01600 9.51800 13.99800 -0.152
C 44.21400 6.40300 11.22300 -0.410
H 47.83600 9.87600 7.64900 0.675
H 38.15500 6.60300 14.85100 0.229
C 42.70200 6.39100 11.49500 0.415
C 47.26100 11.53200 9.32900 -0.954
H 47.52600 11.97000 8.33400 0.301
O 43.67700 12.85300 9.51300 -0.530
H 43.54700 14.32400 12.31800 0.332
C 39.30000 12.73000 12.29500 -0.384
O 49.42900 4.80200 12.17800 -0.550
C 45.29100 7.33300 14.23300 -0.441
H 43.16800 1.27400 9.72500 0.338
H 41.40100 0.68800 9.88200 0.346
H 40.99000 3.84300 11.11800 0.029
O 39.97500 15.14800 11.04000 -0.579
H 39.41300 12.56000 11.22500 0.533
N 36.73800 5.01200 14.83600 0.099
N 47.73000 10.21700 9.36500 0.313
O 40.96400 15.98200 12.66900 -0.600
C 39.58300 14.18000 14.48500 -0.311
H 48.91400 10.28800 11.10600 0.286
```

=====

Density functional theory data (ωB97M-V/def2-TZVPD) for a molecular structure, C18H17N7O2PdS2.

Properties
ΔE to the lowest compared entry with this formula, charge and spin in eV: 0.000
Total charge: -2
Total energy in hartree: -2154.08799
Kohn-Sham gap in hartree: 0.1389
Maximum force in hartree/bohr: 0.0125

Structure (XYZ):
```
47
Properties=species:S:1:pos:R:3:mulliken_charge:R:1
C -0.47763 -1.13798 -1.92300 0.427
N 0.99386 -2.42564 1.83661 0.248
N 2.67039 1.31215 -1.22956 -0.187
H 0.82845 0.22737 -4.86626 0.430
H -1.72152 1.22624 2.55365 0.287
H -0.85408 -4.39302 3.78016 0.392
H 3.66067 2.84250 0.69533 0.239
O 4.11709 4.87829 2.27527 -0.566
C -1.98813 1.28462 -0.16410 -0.277
N 2.99987 4.41627 2.59075 0.298
N -1.21899 -1.83888 -1.01622 -0.462
C -2.82519 0.73018 0.80530 0.688
C -4.15159 0.47507 0.48644 -0.548
C -0.09115 -3.94688 3.15535 -0.647
H 2.70869 -3.58327 1.46546 0.420
C 2.41737 0.85777 -2.49744 0.250
H -0.88356 -1.62690 -0.06599 0.000
S 4.57659 2.14131 -2.76365 -0.326
H -1.94596 -1.85370 3.44444 0.236
H -4.80081 0.02805 1.23241 0.294
H -3.00660 0.03401 2.84890 0.470
C 3.32143 1.17478 -3.45870 -0.548
H -2.21927 -1.74354 -1.11480 0.306
C 0.57495 -0.15830 -3.89314 -0.360
H 5.07674 3.20843 -0.21844 0.191
H -0.93648 1.42799 0.07136 0.363
C -3.80604 1.30985 -1.74340 -0.609
C 1.19806 0.06685 -2.70714 -0.481
Pd 1.21199 -0.41272 0.72831 -0.091
C -2.47486 1.56902 -1.42902 -0.389
H -4.18178 1.52317 -2.73741 0.365
O 2.60431 3.43992 1.91800 -0.654
C -4.64519 0.76497 -0.78302 -0.447
N -1.22595 -0.66917 1.90751 0.192
C 3.76642 2.01846 -1.19454 0.475
H 3.34352 0.85760 -4.48741 0.399
N 0.58928 -0.47670 -1.60306 0.105
S -0.82581 -1.14190 -3.63699 -0.311
H -1.80508 1.97189 -2.17971 0.447
H 1.51262 -5.48651 2.99263 0.380
H -5.68164 0.55397 -1.02204 0.352
C -2.22290 0.34595 2.13618 -1.267
C 1.74111 -3.53074 1.94583 -0.904
C 1.12037 -4.50964 2.74357 -0.484
N 4.27385 2.61573 -0.11135 -0.357
C -0.13511 -2.67072 2.56952 -0.157
C -1.18232 -1.69622 2.66342 -0.177
```

=====

What is the total charge in the third record?
0

=====

Please write out number 2 again, unchanged.
Density functional theory data (ωB97M-V/def2-TZVPD) for C4H8N2O2 in the gas phase.

Properties
ΔE to the lowest compared entry with this formula, charge and spin in eV: 7.220
Total charge: 0
Total energy in hartree: -416.99064
Kohn-Sham gap (spin up / spin down) in hartree: 0.2737 / 0.3031
Maximum force in hartree/bohr: 0.0849

Structure (XYZ):
```
16
Properties=species:S:1:pos:R:3:mulliken_charge:R:1
H 2.25198 0.93646 0.97413 0.310
C 1.79210 0.24624 0.28229 -1.246
H 1.98843 0.44887 -0.73308 0.294
N -1.58283 0.76755 -0.92180 -0.292
H 2.00994 -0.76111 0.43409 0.387
C -0.36142 -1.02617 0.41386 -0.384
O -0.09635 1.17801 1.39048 -0.517
C -1.69100 -1.33469 0.53125 -0.511
H -1.03188 0.85050 1.69133 0.410
N -2.68300 0.71596 -0.15474 -0.295
O -2.60911 -0.43122 0.66432 -0.229
C 0.38267 0.15637 0.57210 0.885
H -2.10032 -2.29490 0.56095 0.468
H 0.35273 -1.73314 -0.02405 0.197
H -1.56326 -0.01001 -1.56394 0.255
H -1.33786 1.73647 -1.29597 0.268
```